[1]
DFT (the ωB97M-V functional and the def2-TZVPD basis) results for a 2-piece molecular cluster, C33H30F4N overall in a non-equilibrium geometry.

```
68
Properties=species:S:1:pos:R:3:nbo_charge:R:1
F -3.19 5.64 -1.95 -0.3047
C -3.13 4.27 -1.85 0.4145
C -4.32 3.55 -1.93 -0.2463
C -4.21 2.16 -1.85 0.4048
F -5.37 1.42 -1.91 -0.3022
C -3.00 1.50 -1.68 -0.1983
C -1.80 2.25 -1.55 -0.1217
C -0.52 1.62 -1.35 0.0894
C 0.69 2.28 -1.59 -0.3108
C 1.92 1.62 -1.60 0.0920
C 3.18 2.29 -1.75 -0.1227
C 4.38 1.54 -1.84 -0.1967
C 5.60 2.20 -1.92 0.4101
F 6.76 1.46 -1.99 -0.3015
C 5.71 3.60 -1.95 -0.2369
C 4.51 4.31 -1.90 0.4027
F 4.57 5.69 -1.96 -0.3038
C 3.26 3.71 -1.81 -0.2004
C -1.89 3.67 -1.65 -0.2172
H -5.28 4.04 -2.01 0.2765
H -2.97 0.41 -1.63 0.2512
H -0.49 0.55 -1.15 0.2437
H 0.66 3.34 -1.85 0.2227
H 1.93 0.53 -1.50 0.2376
H 4.34 0.45 -1.81 0.2538
H 6.67 4.09 -2.03 0.2775
H 2.37 4.33 -1.73 0.2372
H -1.00 4.30 -1.53 0.2371
C -0.31 -4.57 -2.87 -0.2295
C 0.25 -5.30 -1.83 -0.1585
C 0.07 -4.89 -0.49 -0.0895
C 0.63 -5.61 0.59 -0.1767
C 0.47 -5.18 1.90 -0.2041
C -0.30 -4.03 2.17 -0.1844
C -0.92 -3.32 1.16 0.0033
C -1.83 -2.15 1.47 -0.4311
C -1.03 -0.86 1.33 -0.0362
C -1.78 0.43 1.63 -0.4334
C -1.08 1.16 2.79 -0.1870
C -1.09 0.20 4.02 -0.4427
C -0.32 -1.06 3.68 -0.2340
N 0.11 -1.00 2.23 -0.4491
C 1.09 0.11 2.09 -0.2160
C 0.40 1.43 2.42 -0.4402
C -0.70 -3.70 -0.21 0.0128
C -1.19 -2.95 -1.30 -0.2338
C -1.02 -3.38 -2.61 -0.2054
H -0.19 -4.91 -3.90 0.2218
H 0.82 -6.21 -2.03 0.2192
H 1.21 -6.50 0.38 0.2157
H 0.91 -5.73 2.73 0.2216
H -0.42 -3.71 3.20 0.2062
H -2.69 -2.12 0.79 0.2188
H -2.21 -2.22 2.50 0.2208
H -0.63 -0.81 0.31 0.1738
H -1.78 1.05 0.72 0.1817
H -2.83 0.21 1.88 0.2183
H -1.59 2.09 3.04 0.2224
H -0.63 0.68 4.89 0.2176
H -2.12 -0.07 4.29 0.2115
H 0.60 -1.12 4.28 0.2104
H -0.92 -1.96 3.86 0.2037
H 1.89 -0.09 2.81 0.2113
H 1.52 0.12 1.07 0.1736
H 0.48 2.11 1.57 0.1866
H 0.91 1.88 3.28 0.2192
H -1.72 -2.01 -1.11 0.1837
H -1.44 -2.80 -3.43 0.2103
```

Computed properties:
Energy relative to the best compared isomer or geometry (same formula, charge and spin) = 0.0 kcal/mol
Charge = +1
M = 516.6 g mol⁻¹
E_tot = -47059.724 eV
LUMO level = -6.454 eV
Kohn-Sham gap = 3.4 eV

=====

[2]
DFT (the ωB97M-V functional and the def2-TZVPD basis) results for C5H41N2O14 as an isolated structure in a non-equilibrium geometry.

```
62
Properties=species:S:1:pos:R:3:nbo_charge:R:1
C 3.86 1.62 -1.38 -0.6006
C 2.52 1.10 -1.90 -0.4037
C 1.44 1.16 -0.79 -0.4132
C 1.12 -0.10 0.00 -0.2574
N -1.69 -0.67 -0.70 -0.7108
C -0.73 -1.39 -1.23 0.3851
N 0.50 -1.18 -0.78 -0.5442
H 3.86 2.70 -1.12 0.2087
H 4.10 1.09 -0.47 0.2073
H 4.58 1.37 -2.16 0.2086
H 2.29 1.81 -2.66 0.2025
H 2.62 0.05 -2.17 0.1994
H 1.87 1.77 0.01 0.2268
H 0.56 1.60 -1.27 0.1996
H 0.45 0.20 0.81 0.1967
H 2.00 -0.53 0.54 0.2893
H -1.49 -0.08 0.12 0.4318
H -2.64 -0.71 -0.97 0.4246
H -0.93 -2.25 -1.86 0.2544
H 1.10 -2.01 -0.91 0.4437
H -4.61 1.09 -2.01 0.4527
H -3.67 0.85 -3.06 0.4717
O -4.35 1.52 -2.85 -0.9175
H -2.01 3.85 1.72 0.4776
H -1.75 2.68 0.85 0.5154
O -1.28 3.27 1.48 -0.8929
H 0.05 -4.02 1.91 0.4642
H -0.39 -4.94 3.04 0.4749
O -0.66 -4.62 2.16 -0.9406
H 1.90 -2.60 2.04 0.4866
H 3.15 -1.95 1.67 0.4994
O 2.33 -2.24 1.24 -0.9813
H 0.81 -3.98 -3.25 0.4885
H 0.39 -4.83 -2.02 0.4949
O 0.41 -3.93 -2.38 -0.9733
H -1.34 2.39 2.44 0.4656
H -1.24 2.07 3.97 0.4681
O -1.22 1.63 3.11 -1.0209
H -3.55 0.01 4.14 0.4778
H -2.79 0.99 3.26 0.5002
O -3.65 0.54 3.34 -1.0000
H 5.71 -1.18 -1.05 0.4822
H 4.54 -2.13 -1.53 0.4801
O 4.81 -1.47 -0.88 -0.9589
H -2.52 4.83 -0.99 0.4922
H -1.45 4.11 -1.99 0.4899
O -1.98 4.06 -1.20 -0.9751
H 0.13 -1.80 2.20 0.4727
H -0.28 -1.80 3.66 0.4972
O 0.41 -2.12 3.06 -0.9592
H 5.37 -0.62 2.06 0.4770
H 4.59 -0.95 3.30 0.4727
O 4.55 -0.39 2.51 -0.9410
H -3.48 1.30 0.09 0.5008
H -3.08 2.26 -1.01 0.5207
O -2.69 1.78 -0.23 -1.0108
H -4.93 -0.79 0.53 0.4885
H -4.21 -0.09 1.75 0.5303
O -4.24 -0.17 0.77 -1.0215
H -1.35 0.31 -4.99 0.4847
H -0.56 1.10 -3.93 0.4796
O -1.26 0.46 -4.04 -0.9619
```

Computed properties:
Energy relative to the best compared isomer or geometry (same formula, charge and spin) = 81.2 kcal/mol
Charge = +1
M = 353.4 g mol⁻¹
E_tot = -37490.201 eV
LUMO level = -2.289 eV
Kohn-Sham gap = 10.8 eV

=====

[3]
DFT (the ωB97M-V functional and the def2-TZVPD basis) results for one molecule with the formula C5H4O in a non-equilibrium geometry.

```
10
Properties=species:S:1:pos:R:3:nbo_charge:R:1
C -0.25 1.08 0.25 -0.3899
C 1.90 0.32 -0.10 -0.4728
C -1.04 0.06 0.22 0.1443
C 0.99 1.13 -0.25 0.1418
C -1.58 -1.20 -0.14 0.2076
O -1.82 -2.11 0.64 -0.4700
H -0.48 2.20 0.51 0.2534
H 2.91 0.45 -0.31 0.2237
H -2.15 -1.36 -1.18 0.1459
H 1.53 -0.58 0.37 0.2160
```

Computed properties:
Energy relative to the best compared isomer or geometry (same formula, charge and spin) = 135.0 kcal/mol
Charge = 0
M = 80.1 g mol⁻¹
E_tot = -7289.854 eV
LUMO level (spin up / spin down) = -1.129 / -1.647 eV
Kohn-Sham gap (spin up / spin down) = 8.3 / 7.6 eV